--- one ---
{"formula": "C7H17N2", "method": "ωB97M-V with the def2-TZVPD basis set", "symbols": ["C", "C", "C", "C", "C", "C", "C", "N", "N", "H", "H", "H", "H", "H", "H", "H", "H", "H", "H", "H", "H", "H", "H", "H", "H", "H"], "xyz": [[0.15621, 0.63600, 0.06779], [0.51704, -1.81571, 0.07995], [2.44883, -0.24189, 0.56879], [0.51598, -0.47036, 2.23165], [-1.46473, 0.59021, -2.17696], [-2.42786, 0.97185, -0.05024], [0.89571, -0.43565, 0.71179], [-1.58640, 0.18220, -0.77753], [0.51354, 1.83250, -0.13072], [1.11989, -2.67521, 0.45128], [0.64716, -1.89237, -1.05881], [-0.53189, -1.85082, 0.39431], [2.79260, -1.31636, 0.82782], [2.65252, 0.07487, -0.45301], [2.88993, 0.53834, 1.30791], [-0.36280, -0.99844, 2.42004], [1.36563, -0.94150, 2.60735], [0.43109, 0.45719, 2.69320], [-1.24196, 1.60714, -2.32825], [-0.78478, -0.11971, -2.57802], [-2.41962, 0.42488, -2.76930], [-3.40776, 0.62744, -0.40442], [-2.20130, 0.65837, 1.04456], [-2.39614, 2.07269, -0.17483], [1.50482, 2.02418, 0.04131], [-0.05301, 2.48586, -0.67219]], "gap_ha": [0.34547, 0.34549], "mol_weight_g_mol": 129.2, "charge": 1}


--- two ---
{"formula": "C7H17N2", "method": "ωB97M-V with the def2-TZVPD basis set", "symbols": ["C", "C", "C", "C", "C", "C", "C", "N", "N", "H", "H", "H", "H", "H", "H", "H", "H", "H", "H", "H", "H", "H", "H", "H", "H", "H"], "xyz": [[0.55644, -1.23094, -1.62508], [-2.26157, 1.30578, -0.79000], [-0.05894, 2.33464, -1.42072], [-0.20221, -2.48557, 1.13445], [0.49163, -0.21159, 1.97466], [-0.99485, 1.96522, -0.47149], [0.63916, -1.24494, 0.86319], [1.16652, -0.00415, -1.19582], [0.18717, -0.63719, -0.38691], [-0.16007, -1.15935, -2.43321], [1.17784, -2.12307, -1.63340], [-2.40476, 0.41981, -0.17267], [-3.08506, 1.97796, -0.53091], [-2.34641, 1.04963, -1.84306], [0.61518, 1.29538, -1.44934], [0.67400, 3.08204, -1.13789], [-0.40160, 2.40295, -2.44934], [-1.25479, -2.22346, 1.17227], [-0.05607, -3.23492, 0.36003], [0.08626, -2.91646, 2.08797], [0.85565, -0.62469, 2.90912], [-0.55439, 0.04935, 2.10217], [1.06254, 0.68766, 1.75535], [-0.80536, 2.16283, 0.57482], [1.69989, -1.53920, 0.77231], [2.14206, -0.07035, -0.89393]], "gap_ha": 0.35296, "mol_weight_g_mol": 129.2, "charge": 1}


--- three ---
{"formula": "C7H17N2", "method": "ωB97M-V with the def2-TZVPD basis set", "symbols": ["C", "C", "C", "C", "C", "C", "C", "N", "N", "H", "H", "H", "H", "H", "H", "H", "H", "H", "H", "H", "H", "H", "H", "H", "H", "H"], "xyz": [[-0.47084, 1.89016, -0.10812], [-1.26690, 0.66761, -0.38750], [-2.93472, -1.12429, -0.13219], [2.39296, -0.06765, 1.31225], [1.38108, -1.46306, -0.65595], [-2.63086, 0.31458, 0.20356], [1.71007, -0.15159, -0.03709], [2.13939, 0.59801, -1.06071], [-0.15650, 0.61377, 0.57464], [0.35571, 2.23038, -0.77208], [-0.91592, 2.62239, 0.56294], [-1.24213, 0.32552, -1.42829], [-2.38834, -1.60811, 0.71590], [-2.58006, -1.37210, -1.05488], [-4.05317, -1.47989, -0.10107], [3.57047, -0.03984, 1.17509], [2.25115, 0.81596, 1.81111], [2.23848, -0.85744, 1.86003], [0.95456, -2.09062, 0.10664], [2.28295, -2.02190, -0.79548], [0.74107, -1.46364, -1.61816], [-2.73679, 0.52730, 1.36616], [-3.30439, 0.93443, -0.36393], [2.14995, 0.20054, -1.95410], [2.76563, 1.37268, -0.78943], [-0.25289, 0.62680, 1.57066]], "gap_ha": 0.40132, "mol_weight_g_mol": 129.2, "charge": 1}


The structure with the greatest stability is three.


--- one ---
{"formula": "C7H14N2", "method": "ωB97M-V with the def2-TZVPD basis set", "symbols": ["C", "C", "C", "C", "N", "C", "N", "H", "H", "H", "H", "H", "H", "H", "H", "C", "C", "H", "H", "H", "H", "H", "H"], "xyz": [[1.59652, -2.00100, -1.01180], [0.74487, -1.16933, 0.01186], [1.21760, 0.25079, 0.13890], [0.46698, 1.32625, -0.29102], [1.01712, 2.39566, 0.34025], [1.99292, 1.96355, 1.17140], [2.05264, 0.67335, 1.12626], [0.97514, -2.16739, -1.88442], [2.00339, -2.89110, -0.53599], [2.48950, -1.42573, -1.26037], [-0.26512, -1.18991, -0.39061], [0.79898, -1.63776, 0.98880], [-0.25550, 1.34143, -1.08696], [0.89212, 3.30962, -0.06441], [2.66847, 2.61406, 1.69604], [-2.99980, -1.15413, -0.51826], [-4.52342, -1.20354, -0.38981], [-2.58226, -1.87866, 0.18185], [-2.65107, -1.55292, -1.47489], [-2.65961, -0.12634, -0.41852], [-5.02928, -0.72160, -1.22855], [-4.86530, -0.73315, 0.52927], [-4.86717, -2.23786, -0.44043]], "smiles": "CCc1c[nH]cn1.CC", "gap_ha": 0.34280, "mol_weight_g_mol": 126.2}


--- two ---
{"formula": "C7H14N2", "method": "ωB97M-V with the def2-TZVPD basis set", "symbols": ["C", "C", "C", "C", "C", "N", "C", "C", "N", "H", "H", "H", "H", "H", "H", "H", "H", "H", "H", "H", "H", "H", "H"], "xyz": [[-0.13106, -0.29650, -0.79892], [0.34917, 0.50542, 0.31491], [-0.02377, 1.97597, 0.30761], [-1.85794, -1.71122, 1.13593], [-1.77974, -0.60917, 0.11438], [0.40987, -1.49809, -1.24713], [2.19596, 0.33852, -0.02044], [3.05012, 1.29854, -0.36452], [-2.78829, 0.00673, -0.36099], [-0.47862, 0.30227, -1.64116], [0.32818, 0.07917, 1.31590], [0.83411, -1.46193, -2.16434], [0.12667, -2.40911, -0.91003], [-3.68212, -0.41441, -0.06482], [2.59483, -0.64898, 0.22818], [0.81229, 2.60326, 0.61765], [-0.34406, 2.30818, -0.68197], [-0.86303, 2.15612, 0.98406], [-1.37925, -1.39337, 2.06587], [-1.33770, -2.60258, 0.77649], [-2.89672, -1.98063, 1.36411], [2.72997, 2.31102, -0.60032], [4.13114, 1.14081, -0.37045]], "gap_ha": 0.32469, "mol_weight_g_mol": 126.2}


The structure with the greatest stability is one.


--- one ---
{"formula": "C7H14N2", "method": "ωB97M-V with the def2-TZVPD basis set", "symbols": ["C", "C", "C", "N", "C", "C", "C", "C", "N", "H", "H", "H", "H", "H", "H", "H", "H", "H", "H", "H", "H", "H", "H"], "xyz": [[0.26452, 2.34047, -0.44174], [0.20654, 0.92960, 0.19682], [0.32195, 0.59431, 1.64576], [-0.97105, 0.66265, 1.07041], [-1.62988, -0.66820, 1.01916], [-0.97529, -1.68477, 0.12502], [-0.41907, -1.12511, -1.17574], [0.72436, -0.06980, -0.87201], [1.94821, -0.71317, -0.32648], [0.01086, 3.04628, 0.44802], [-0.54984, 2.47506, -1.21022], [1.28115, 2.50727, -1.00761], [0.54509, 1.35689, 2.31291], [0.76406, -0.42486, 1.70663], [-1.72223, -1.06727, 2.06059], [-2.59936, -0.43240, 0.63949], [-0.18669, -2.10131, 0.78626], [-1.68372, -2.44694, -0.06687], [-0.04488, -1.98720, -1.79712], [-1.12040, -0.52853, -1.63949], [0.85532, 0.36666, -1.91423], [2.71643, 0.06930, -0.28978], [2.26392, -1.09892, -1.26976]], "smiles": "C[C@@]12CN1CCC[C@@H]2N", "gap_ha": 0.35733, "mol_weight_g_mol": 126.2}


--- two ---
{"formula": "C7H14N2", "method": "ωB97M-V with the def2-TZVPD basis set", "symbols": ["C", "C", "C", "C", "N", "C", "N", "H", "H", "H", "H", "H", "H", "H", "H", "C", "C", "H", "H", "H", "H", "H", "H"], "xyz": [[-3.32011, -2.33524, -0.06895], [-1.83831, -2.48363, -0.38858], [-1.00231, -1.41138, 0.26747], [-1.24541, -0.07560, 0.32732], [-0.12795, 0.47423, 0.95639], [0.74206, -0.54103, 1.15003], [0.23267, -1.68947, 0.79577], [-3.93346, -2.99799, -0.68900], [-3.66248, -1.35272, -0.38926], [-3.51673, -2.45645, 0.99549], [-1.49494, -3.45472, -0.04761], [-1.65267, -2.37786, -1.45809], [-2.06294, 0.60619, 0.16414], [0.13680, 1.44215, 0.87608], [1.72830, -0.33367, 1.52300], [2.21115, 2.72207, -1.04163], [3.00554, 2.01324, 0.05807], [2.88877, 2.95438, -1.85977], [1.41671, 2.08210, -1.41753], [1.83546, 3.68852, -0.71229], [2.45619, 1.92508, 0.99784], [3.28572, 1.02330, -0.28423], [3.91795, 2.57849, 0.24532]], "smiles": "CCc1c[nH]cn1.CC", "gap_ha": 0.34894, "mol_weight_g_mol": 126.2}


--- three ---
{"formula": "C7H14N2", "method": "ωB97M-V with the def2-TZVPD basis set", "symbols": ["C", "C", "C", "C", "N", "C", "N", "H", "H", "H", "H", "H", "H", "H", "H", "C", "C", "H", "H", "H", "H", "H", "H"], "xyz": [[-2.62667, -0.78807, 1.65048], [-1.29045, -0.01016, 1.79334], [-0.81272, 0.55003, 0.49507], [-0.29429, 1.81235, 0.34222], [-0.21622, 2.02946, -0.99975], [-0.64159, 0.88505, -1.60818], [-0.99991, -0.00981, -0.73657], [-3.05388, -0.84655, 0.65227], [-3.41295, -0.25624, 2.21500], [-2.58745, -1.78977, 2.09016], [-1.39586, 0.73300, 2.58346], [-0.56578, -0.75844, 2.13367], [-0.08473, 2.48926, 1.14189], [0.26449, 2.78569, -1.46085], [-0.61793, 0.75216, -2.67288], [1.95632, -1.51309, -0.57156], [2.63250, -0.34777, -1.29968], [0.92639, -1.65537, -0.88761], [2.45193, -2.45304, -0.83686], [2.00190, -1.48332, 0.51736], [1.97235, 0.07239, -2.06503], [3.50870, -0.69161, -1.82305], [2.88585, 0.49384, -0.65291]], "smiles": "CCc1c[nH]cn1.CC", "gap_ha": 0.34326, "mol_weight_g_mol": 126.2}


--- four ---
{"formula": "C7H14N2", "method": "ωB97M-V with the def2-TZVPD basis set", "symbols": ["C", "N", "C", "C", "C", "N", "C", "C", "C", "H", "H", "H", "H", "H", "H", "H", "H", "H", "H", "H", "H", "H", "H"], "xyz": [[-1.26388, -1.34639, 2.01603], [-0.74966, -0.74292, 0.77508], [0.36753, 0.14275, 0.60669], [-0.07757, 1.59339, 0.57243], [-0.23094, 1.66966, -1.12864], [-0.87128, 0.47027, -1.68794], [0.17391, -0.64529, -1.63148], [1.33373, -0.25242, -0.62523], [1.72422, -0.66300, 0.85822], [-1.40972, -0.52319, 2.84134], [-0.45927, -2.35326, 2.33570], [-2.11564, -1.89800, 1.71285], [-0.42809, -1.43823, 0.06845], [0.49206, 2.42035, 1.12617], [-1.18907, 1.53721, 0.83180], [0.71618, 1.99010, -1.78199], [-0.87456, 2.67811, -0.98914], [-1.70509, 0.07355, -1.08249], [0.51978, -0.66564, -2.58604], [-0.46066, -1.55084, -1.50093], [2.08156, 0.49737, -0.93647], [2.59143, -0.21259, 1.06006], [1.42565, -1.63859, 1.28259]], "smiles": "CN[C@]12CCNC[C@@H]1C2", "gap_ha": 0.31177, "mol_weight_g_mol": 126.2}


The structure with the greatest stability is two.


--- one ---
{"formula": "C6H8N2", "method": "ωB97M-V with the def2-TZVPD basis set", "symbols": ["C", "C", "C", "C", "C", "C", "H", "H", "H", "H", "H", "H", "H", "H", "N", "N"], "xyz": [[-0.64408, 0.11816, -1.64599], [-0.55745, -0.52980, -0.40652], [-1.01492, 0.39391, 0.86033], [0.32758, 1.40042, 0.88740], [0.89962, -0.80545, 0.10094], [0.21779, -1.63078, -1.08366], [-2.21750, 0.92260, 0.96305], [-0.84392, -0.27459, 1.71986], [0.48073, 1.69429, 2.03621], [-0.09383, 2.34822, 0.46254], [2.13215, 0.56970, 0.61127], [0.49681, -1.24823, 0.97576], [0.00900, -2.71668, -0.84522], [0.34973, -1.63025, -2.23140], [-0.97668, 0.91142, -2.47981], [1.43497, 0.47707, 0.07525]], "gap_ha": 0.36746, "mol_weight_g_mol": 108.1}


--- two ---
{"formula": "C6H8N2", "method": "ωB97M-V with the def2-TZVPD basis set", "symbols": ["C", "C", "C", "N", "N", "C", "C", "C", "H", "H", "H", "H", "H", "H", "H", "H"], "xyz": [[-2.11497, -0.24194, -0.06911], [-1.15624, -1.18370, -0.11973], [0.11434, -0.61316, 0.30015], [1.27127, -1.09942, 0.04978], [2.14131, 0.03084, -0.06430], [1.41706, 1.08540, 0.21066], [-0.02671, 0.81372, -0.28373], [-1.46146, 1.15642, 0.12345], [-3.18832, -0.39694, -0.28659], [-1.37538, -2.35908, -0.00254], [0.08862, -0.46290, 1.30417], [1.70054, -1.73474, -0.83155], [1.68794, 2.15463, -0.29636], [0.06869, 0.90517, -1.38885], [-1.71541, 1.86664, -0.53594], [-1.78688, 1.40682, 1.16922]], "smiles": "C1=C[C@H]2NN=C[C@@H]2C1", "gap_ha": 0.35458, "mol_weight_g_mol": 108.1}


The structure with the greatest stability is two.


--- one ---
{"formula": "C6H8N2", "method": "ωB97M-V with the def2-TZVPD basis set", "symbols": ["C", "C", "C", "C", "C", "C", "H", "H", "H", "H", "H", "H", "H", "H", "N", "N"], "xyz": [[-0.27713, 1.98467, 0.01529], [0.32086, -0.51252, 0.23312], [0.45466, -1.71514, 1.22168], [0.84153, -0.62320, -1.12559], [1.45454, -0.27101, -2.26465], [-1.30132, -0.15307, 0.23468], [-1.29281, 1.75382, 0.18612], [-0.38009, 1.96400, -1.26534], [0.39444, 2.90099, 0.19402], [0.66564, 0.78586, 1.90790], [1.54344, -1.70256, 2.02068], [0.80188, -2.75730, 0.28762], [-0.78166, -2.03905, 1.90778], [2.14587, -0.41436, -3.02143], [0.76535, 0.82710, 0.77624], [-2.48757, 0.20864, 0.35167]], "gap_ha": 0.36880, "mol_weight_g_mol": 108.1}


--- two ---
{"formula": "C6H8N2", "method": "ωB97M-V with the def2-TZVPD basis set", "symbols": ["C", "C", "C", "N", "C", "H", "H", "H", "H", "H", "C", "C", "N", "H", "H", "H"], "xyz": [[0.45781, 1.38052, 0.62515], [1.24770, 0.23673, 0.35944], [0.99369, -0.23590, -0.94437], [0.02414, 0.52955, -1.43151], [-0.20950, 1.58241, -0.58866], [0.54697, 1.95197, 1.53723], [1.95961, -0.23060, 1.02365], [1.49145, -0.98232, -1.54560], [-0.35340, 0.47458, -2.36668], [-0.94354, 2.32377, -0.86785], [-0.67090, -1.37702, 0.32434], [-1.50455, -0.91489, 1.47753], [-2.03542, -0.47920, 2.41523], [-0.67465, -0.64718, -0.48523], [-0.69063, -2.33646, -0.19256], [0.36123, -1.27595, 0.65989]], "smiles": "c1cc[nH]c1.CC#N", "gap_ha": 0.32381, "mol_weight_g_mol": 108.1}


The structure with the greatest stability is two.